Record 1
Molecular formula: C4H11N3O2
Method: DFT, ωB97M-V/def2-TZVPD

Last column: natural (NBO) charge in e.
Cartesian coordinates (Å):
C: 0.37 2.04 -0.73  -0.4020
N: 0.36 0.71 -0.13  -0.5566
C: 1.67 0.23 0.21  0.7943
N: 1.59 -0.30 1.44  -0.8369
O: 2.65 0.34 -0.50  -0.6401
C: -0.47 -0.27 -0.82  0.2605
O: 0.19 -1.49 -1.06  -0.7290
C: -1.72 -0.59 0.03  -0.2318
N: -1.31 -1.17 1.30  -0.8510
H: 0.79 2.05 -1.74  0.1833
H: 0.97 2.69 -0.09  0.2135
H: -0.65 2.42 -0.74  0.1962
H: 0.59 -0.36 1.72  0.4477
H: 2.37 -0.83 1.79  0.3992
H: -0.81 0.17 -1.77  0.1515
H: 1.00 -1.31 -1.56  0.4898
H: -2.25 0.34 0.22  0.1964
H: -2.36 -1.25 -0.57  0.1754
H: -2.13 -1.35 1.87  0.3684
H: -0.86 -2.06 1.11  0.3713

Properties
- energy above the lowest of the compared OMol25 structures with the same formula, charge and spin (eV) = 0.8399
- E_LUMO (eV) = 0.9
- HOMO (eV) = -8.8
- F_max (hartree/bohr) = 0.0276
- molar mass (g mol⁻¹) = 133.15
- Kohn-Sham gap (eV) = 9.7


Record 2
Molecular formula: C4H11N3O2
Method: DFT, ωB97M-V/def2-TZVPD

Last column: natural (NBO) charge in e.
Cartesian coordinates (Å):
C: -1.32 -1.19 -3.07  -0.4316
C: 0.11 -0.24 -1.31  0.6476
N: 1.29 0.33 -0.95  -0.8072
N: -0.35 -0.18 -2.64  -0.6228
N: -0.49 -0.83 -0.26  -0.8733
H: 1.99 0.64 -1.57  0.3787
H: 1.48 0.48 0.06  0.4487
H: 0.30 -0.06 -3.41  0.3964
H: -1.43 -1.13 -0.16  0.3800
H: -0.16 -0.80 1.05  0.4813
H: -1.77 -1.88 -2.40  0.2230
H: -1.10 -1.59 -4.14  0.2122
H: -2.21 -0.35 -3.21  0.1961
C: 0.60 1.28 3.75  -0.7172
C: 0.50 0.66 2.37  0.8194
O: 1.01 1.18 1.38  -0.6881
O: -0.22 -0.47 2.15  -0.7483
H: 0.84 0.45 4.43  0.2346
H: -0.38 1.67 4.10  0.2396
H: 1.32 2.04 3.83  0.2311

Properties
- energy above the lowest of the compared OMol25 structures with the same formula, charge and spin (eV) = 1.9426
- E_LUMO (eV) = 0.7
- HOMO (eV) = -9.0
- F_max (hartree/bohr) = 0.1211
- molar mass (g mol⁻¹) = 133.15
- Kohn-Sham gap (eV) = 9.7


Record 3
Molecular formula: C4H11N3O2
Method: DFT, ωB97M-V/def2-TZVPD

Last column: natural (NBO) charge in e.
Cartesian coordinates (Å):
H: -1.20 -2.27 -1.75  0.3283
N: -0.94 -2.32 -0.77  -0.7466
C: -1.70 -1.56 -0.08  0.5633
N: -1.45 -1.39 1.28  -0.8618
N: -2.76 -0.79 -0.53  -0.6323
C: -3.67 -1.35 -1.52  -0.4238
H: -0.52 -1.55 1.63  0.4008
H: -2.22 -1.72 1.84  0.3788
H: -3.16 -0.21 0.18  0.3900
H: -3.70 -2.44 -1.43  0.2002
H: -3.36 -1.06 -2.53  0.1957
H: -4.71 -1.09 -1.34  0.2085
C: 1.59 1.47 -0.33  -0.7473
C: 2.78 1.97 0.41  0.7970
O: 3.35 3.01 0.24  -0.5778
O: 3.17 1.05 1.32  -0.7119
H: 1.13 2.25 -0.93  0.2374
H: 0.82 0.84 0.10  0.2508
H: 1.98 0.78 -1.10  0.2502
H: 3.85 1.28 1.96  0.5006

Properties
- energy above the lowest of the compared OMol25 structures with the same formula, charge and spin (eV) = 1.0424
- E_LUMO (eV) = 0.7
- HOMO (eV) = -9.0
- F_max (hartree/bohr) = 0.0441
- molar mass (g mol⁻¹) = 133.15
- Kohn-Sham gap (eV) = 9.7


Record 4
Molecular formula: C4H11N3O2
Method: DFT, ωB97M-V/def2-TZVPD

Last column: natural (NBO) charge in e.
Cartesian coordinates (Å):
C: 0.51 -2.65 0.20  -0.4258
N: -0.42 -1.59 0.56  -0.5737
C: -0.23 -0.87 1.57  0.5827
N: -1.12 0.13 1.92  -0.8083
N: 0.90 -0.90 2.44  -0.8452
H: 0.66 -2.55 -0.87  0.2029
H: 0.11 -3.64 0.39  0.1994
H: 1.42 -2.64 0.79  0.1592
H: -2.03 -0.01 1.54  0.3948
H: -1.15 0.32 2.91  0.3715
H: 1.72 -1.13 1.91  0.3745
H: 1.06 0.03 2.82  0.3736
C: 0.28 2.63 -2.46  -0.7356
C: -0.58 1.74 -1.62  0.7913
O: -1.32 2.03 -0.73  -0.5905
O: -0.33 0.45 -1.94  -0.6998
H: 0.93 2.12 -3.14  0.2357
H: 0.86 3.30 -1.83  0.2413
H: -0.33 3.36 -3.01  0.2424
H: -0.92 -0.13 -1.43  0.5094

Properties
- energy above the lowest of the compared OMol25 structures with the same formula, charge and spin (eV) = 0.5874
- E_LUMO (eV) = 0.8
- HOMO (eV) = -8.9
- F_max (hartree/bohr) = 0.0308
- molar mass (g mol⁻¹) = 133.15
- Kohn-Sham gap (eV) = 9.7


Record 5
Molecular formula: C4H11N3O2
Method: DFT, ωB97M-V/def2-TZVPD

Last column: natural (NBO) charge in e.
Cartesian coordinates (Å):
H: -0.77 -1.66 1.96  0.3524
N: -1.25 -2.00 1.14  -0.6593
C: -1.82 -1.26 0.29  0.5717
N: -2.21 -1.85 -0.92  -0.9188
N: -2.36 0.03 0.60  -0.6851
C: -1.86 1.05 -0.37  -0.4218
H: -3.01 -2.31 -1.29  0.4056
H: -1.41 -2.21 -1.44  0.3845
H: -3.36 -0.01 0.66  0.3742
H: -1.66 1.94 0.23  0.2093
H: -2.53 1.13 -1.22  0.1896
H: -0.90 0.75 -0.74  0.1988
C: 3.72 0.97 -0.29  -0.7317
C: 2.43 1.00 0.47  0.7910
O: 2.00 1.91 1.11  -0.5788
O: 1.72 -0.14 0.27  -0.6943
H: 4.08 1.97 -0.48  0.2364
H: 3.60 0.45 -1.24  0.2373
H: 4.51 0.46 0.26  0.2445
H: 1.09 -0.21 1.00  0.4947

Properties
- energy above the lowest of the compared OMol25 structures with the same formula, charge and spin (eV) = 2.1022
- E_LUMO (eV) = 0.8
- HOMO (eV) = -9.0
- F_max (hartree/bohr) = 0.0641
- molar mass (g mol⁻¹) = 133.15
- Kohn-Sham gap (eV) = 9.8


Record 6
Molecular formula: C4H11N3O2
Method: DFT, ωB97M-V/def2-TZVPD

Last column: natural (NBO) charge in e.
Cartesian coordinates (Å):
C: -1.28 1.91 0.18  -0.5397
C: -0.65 0.88 -0.42  0.0194
N: 0.73 0.44 -0.17  -0.3168
C: 1.50 -0.05 -1.32  -0.4087
N: 1.49 1.26 0.70  -0.6442
H: -1.05 2.21 1.20  0.1941
H: -2.22 2.26 -0.21  0.2185
H: -0.98 0.59 -1.42  0.2068
H: 0.94 -0.85 -1.82  0.2118
H: 2.46 -0.45 -0.99  0.2274
H: 1.67 0.77 -2.03  0.1791
H: 1.16 1.15 1.65  0.3429
H: 1.31 2.24 0.46  0.3398
O: 0.56 -2.68 0.44  -0.6442
C: 0.09 -1.64 0.90  0.5084
N: -1.28 -1.29 0.62  -0.3751
O: -1.90 -2.15 -0.31  -0.5571
H: 0.45 -1.17 1.83  0.1377
H: -1.83 -0.63 1.16  0.4080
H: -1.17 -2.81 -0.46  0.4921

Properties
- energy above the lowest of the compared OMol25 structures with the same formula, charge and spin (eV) = 5.4746
- E_LUMO (eV) = 0.8
- HOMO (eV) = -8.7
- F_max (hartree/bohr) = 0.0735
- molar mass (g mol⁻¹) = 133.15
- Kohn-Sham gap (eV) = 9.5


Record 7
Molecular formula: C4H11N3O2
Method: DFT, ωB97M-V/def2-TZVPD

Last column: natural (NBO) charge in e.
Cartesian coordinates (Å):
C: 1.26 -2.04 2.71  -0.7115
C: 0.52 -1.53 1.56  0.7729
O: -0.70 -1.23 1.56  -0.7337
O: 1.21 -1.70 0.50  -0.7338
H: 1.23 -1.39 3.52  0.2183
H: 2.24 -2.22 2.40  0.2247
H: 0.75 -2.93 3.02  0.2339
C: -1.82 1.51 -0.30  -0.4460
C: 0.04 0.84 -1.52  0.6595
N: -0.34 1.31 -0.31  -0.6293
N: 0.09 1.88 -2.51  -0.8049
N: 0.61 -0.36 -1.57  -0.7846
H: -0.10 0.84 0.54  0.4307
H: -2.41 0.97 -1.02  0.1982
H: -2.06 2.60 -0.53  0.1857
H: -0.60 2.54 -2.43  0.3872
H: 0.52 1.77 -3.35  0.3895
H: 0.48 -1.19 -0.51  0.4902
H: 1.30 -0.74 -2.39  0.4048
H: -2.23 1.07 0.62  0.2483

Properties
- energy above the lowest of the compared OMol25 structures with the same formula, charge and spin (eV) = 2.4752
- E_LUMO (eV) = 0.6
- HOMO (eV) = -9.0
- F_max (hartree/bohr) = 0.0990
- molar mass (g mol⁻¹) = 133.15
- Kohn-Sham gap (eV) = 9.6


Record 8
Molecular formula: C4H11N3PS
Method: DFT, ωB97M-V/def2-TZVPD

Last column: natural (NBO) charge in e.
Cartesian coordinates (Å):
C: 3.35 -0.27 -0.25  -0.7082
S: 1.78 -1.25 -0.13  -0.1276
P: 0.69 0.03 1.09  0.9978
C: -0.83 -0.94 1.11  -0.6065
N: -1.69 -0.56 -0.02  -0.0041
C: -2.92 -1.31 -0.23  -0.4732
N: -1.42 0.39 -0.67  0.1975
N: -0.03 1.12 0.11  -0.6330
C: 0.48 2.30 -0.50  -0.4431
H: 2.96 0.81 -0.20  0.2143
H: 3.65 -0.46 -1.34  0.2603
H: 4.01 -0.60 0.58  0.2549
H: -1.34 -0.71 2.04  0.2737
H: -0.63 -1.97 1.20  0.2804
H: -2.80 -2.13 -0.97  0.2784
H: -3.43 -1.43 0.75  0.2606
H: -3.69 -0.72 -0.75  0.2656
H: 1.24 2.10 -1.39  0.2112
H: 1.07 2.74 0.34  0.2540
H: -0.47 2.87 -0.77  0.2469

Properties
- energy above the lowest of the compared OMol25 structures with the same formula, charge and spin (eV) = 1.9192
- E_LUMO (eV) = -4.8
- HOMO (eV) = -12.7
- F_max (hartree/bohr) = 0.0970
- molar mass (g mol⁻¹) = 164.19
- Kohn-Sham gap (eV) = 7.9
- net charge = +1